# C19H36O18

A cluster of 6 separate species, C19H36O18 in total at a distorted geometry (ωB97M-V/def2-TZVPD, the OMol25 dataset).

The geometry in ORCA input format:
```
! RIJCOSX wB97M-V def2-TZVPD def2/J DEFGRID3
* xyz 0 1
C 4.858 4.929 -7.105
C 3.430 5.157 -7.654
C 3.392 4.876 -9.196
O 2.463 3.847 -9.352
C 2.101 3.356 -8.195
O 1.361 2.332 -8.111
O 2.739 4.121 -7.177
H 4.752 4.745 -6.036
H 5.444 5.829 -7.288
H 5.333 4.103 -7.635
H 3.045 6.155 -7.447
H 4.321 4.667 -9.727
H 3.053 5.779 -9.703
C 0.449 -5.351 5.522
O 1.581 -4.562 5.877
C 2.286 -4.737 7.073
O 3.184 -3.969 7.351
O 1.719 -5.663 7.806
C 2.157 -5.799 9.090
H -0.449 -4.985 6.020
H 0.468 -6.438 5.599
H 0.262 -5.105 4.477
H 2.821 -6.653 9.228
H 1.345 -6.099 9.752
H 2.564 -4.895 9.543
C 4.691 -0.659 2.660
O 3.661 0.360 2.589
C 3.369 1.088 3.700
O 3.914 0.941 4.795
O 2.549 2.097 3.374
C 2.196 3.127 4.375
H 4.482 -1.337 3.488
H 5.590 -0.068 2.832
H 4.903 -1.268 1.781
H 1.882 2.868 5.386
H 1.381 3.648 3.873
H 2.937 3.915 4.512
C -3.686 0.268 2.516
O -4.568 0.792 3.601
C -5.794 0.298 3.855
O -6.308 -0.693 3.328
O -6.413 1.213 4.623
C -7.772 1.152 4.933
H -4.249 -0.137 1.675
H -3.283 -0.606 3.028
H -2.812 0.814 2.162
H -8.431 1.039 4.072
H -8.032 2.093 5.420
H -7.984 0.262 5.525
C 2.759 -6.321 -2.379
O 2.898 -5.027 -2.880
C 2.333 -3.998 -2.182
O 1.886 -4.120 -1.058
O 2.353 -2.990 -3.052
C 1.709 -1.753 -2.804
H 3.470 -6.536 -1.582
H 2.979 -7.111 -3.098
H 1.745 -6.499 -2.020
H 2.079 -1.010 -3.511
H 1.940 -1.385 -1.805
H 0.626 -1.770 -2.927
C -3.721 3.948 -4.667
O -5.010 3.567 -4.294
C -5.194 2.537 -3.401
O -4.258 1.989 -2.776
O -6.469 2.285 -3.280
C -7.055 1.454 -2.332
H -3.793 4.661 -5.489
H -3.122 3.096 -4.988
H -3.200 4.432 -3.840
H -6.758 0.416 -2.484
H -8.094 1.468 -2.662
H -7.005 1.821 -1.307
*
```

The value obtained for the HOMO energy is -10.42 eV. The HOMO-LUMO gap is 10.91 eV. As for the SMILES: C[C@H]1COC(=O)O1.COC(=O)OC.COC(=O)OC.COC(=O)OC.COC(=O)OC.COC(=O)OC. The calculation puts the total energy at -57138.02642 eV.